Computed, not measured: a structure of composition C46H50BrF4NO2PV, with wB97M-V/def2-TZVPD.

```
106
C46H50BrF4NO2PV wB97M-V/def2-TZVPD
V 0.74 1.03 0.23
C -5.21 -2.67 2.82
C -3.73 -2.93 3.13
C -3.53 -3.01 4.65
C -3.32 -4.26 2.51
C -2.91 -1.77 2.58
C -2.01 -1.92 1.56
C -1.30 -0.80 1.08
N -0.33 -0.69 0.16
C 0.15 -1.64 -0.72
C -0.43 -2.83 -1.15
C 0.28 -3.65 -2.01
C 1.57 -3.25 -2.40
C 2.20 -2.06 -2.02
C 1.42 -1.26 -1.20
O 1.77 -0.01 -0.74
C 3.63 -1.79 -2.50
C 4.53 -2.91 -1.96
C 3.65 -1.79 -4.03
C 4.20 -0.45 -2.01
C -0.28 -4.97 -2.53
C -1.73 -5.18 -2.10
C -0.21 -5.00 -4.06
C 0.57 -6.11 -1.95
C -1.48 0.44 1.76
O -0.58 1.38 1.37
C -2.41 0.66 2.77
C -3.12 -0.48 3.14
C -2.62 2.03 3.42
C -2.89 3.08 2.34
C -1.36 2.40 4.22
C -3.81 2.01 4.38
H -5.82 -3.49 3.21
H -5.57 -1.75 3.28
H -5.38 -2.61 1.74
H -4.01 -3.91 5.04
H -2.47 -3.07 4.91
H -3.97 -2.16 5.18
H -3.90 -5.07 2.96
H -3.51 -4.29 1.43
H -2.26 -4.49 2.68
H -1.83 -2.89 1.13
H -1.44 -3.08 -0.85
H 2.12 -3.92 -3.05
H 4.24 -3.89 -2.35
H 5.56 -2.73 -2.25
H 4.49 -2.96 -0.87
H 3.31 -2.74 -4.45
H 3.03 -0.99 -4.44
H 4.68 -1.63 -4.38
H 4.29 -0.43 -0.93
H 5.20 -0.33 -2.43
H 3.60 0.40 -2.34
H -2.38 -4.38 -2.46
H -2.10 -6.11 -2.52
H -1.83 -5.25 -1.01
H -0.75 -4.16 -4.50
H 0.81 -4.97 -4.43
H -0.67 -5.92 -4.43
H 0.55 -6.11 -0.86
H 0.19 -7.07 -2.29
H 1.61 -6.04 -2.27
H -3.86 -0.39 3.91
H -2.05 3.19 1.65
H -3.78 2.82 1.75
H -3.07 4.05 2.81
H -0.47 2.43 3.59
H -1.49 3.39 4.67
H -1.19 1.69 5.03
H -4.74 1.75 3.87
H -3.66 1.33 5.21
H -3.94 3.01 4.80
F -3.33 6.86 -1.36
C -2.31 6.04 -1.23
C -1.08 6.52 -0.83
F -0.91 7.80 -0.58
C -0.03 5.63 -0.69
F 1.17 6.08 -0.32
C -0.18 4.27 -0.93
P 1.20 3.15 -0.80
C 2.34 3.29 -2.16
C 3.43 4.15 -2.09
C 4.26 4.28 -3.19
C 3.98 3.58 -4.36
C 2.88 2.73 -4.43
C 2.06 2.58 -3.33
C 2.01 3.16 0.79
C 3.15 2.35 0.90
C 3.74 2.15 2.15
C 3.19 2.76 3.27
C 2.04 3.54 3.17
C 1.43 3.73 1.94
C -1.43 3.80 -1.36
Br -1.73 1.98 -1.78
C -2.49 4.68 -1.50
F -3.68 4.26 -1.88
H 3.64 4.70 -1.18
H 5.11 4.94 -3.15
H 4.63 3.70 -5.22
H 2.67 2.19 -5.34
H 1.21 1.91 -3.38
H 3.60 1.90 0.02
H 4.63 1.54 2.24
H 3.65 2.62 4.24
H 1.62 4.00 4.05
H 0.53 4.32 1.86
```

As for the total charge: +2. The spin multiplicity is 3. The calculation puts the frontier orbital gap (spin up / spin down) at 5.8801 / 5.7512 eV. Its energy above the lowest of the compared OMol25 structures with the same formula, charge and spin is 10.9 kJ/mol.

Löwdin atomic charge list, values in e, 6 entries: V 0.96; C -0.03; C -0.55; C -0.03; C -0.06; C -0.12